Record 1
105
Properties=species:S:1:pos:R:3:lowdin_charge:R:1 method="wB97M-V/def2-TZVPD" de_lowest_kj_mol=172.9 gap_ha="0.19912 / 0.19958" multiplicity=4 charge=+1
Re 0.61202 0.18428 0.90455 1.40
C -2.15146 -1.18719 6.73191 -0.05
C -2.58876 0.13462 6.66635 -0.05
C -2.35604 0.91602 5.54146 0.01
C -1.67299 0.33778 4.48742 -0.10
C -1.17168 0.88752 3.23297 -0.27
N -1.34212 2.13905 2.84980 0.20
C -0.74679 2.69840 1.80265 -0.25
C -0.83653 4.12163 1.49418 -0.10
C -1.60656 5.11495 2.07328 0.00
C -1.43270 6.41186 1.61548 -0.06
C -0.50471 6.69364 0.61931 -0.04
C 0.26164 5.68994 0.03082 0.01
C 0.06979 4.39633 0.46635 -0.06
C 0.70593 3.08507 0.04738 -0.39
N 2.13825 3.07303 0.11267 0.23
C 2.80188 1.99513 -0.04437 -0.27
N 2.33398 0.66169 -0.02275 -0.04
C 3.41553 -0.17953 -0.17635 -0.26
N 3.43473 -1.47869 -0.03074 0.21
C 2.48147 -2.17644 0.57845 -0.28
N 1.40725 -1.63880 1.22305 -0.06
C 0.78186 -2.63404 1.96083 -0.25
N -0.06175 -2.43445 2.95352 0.23
C -0.55303 -1.26972 3.30500 -0.25
N -0.50972 -0.10100 2.56249 -0.06
C -1.26675 -1.00436 4.53966 -0.10
C -1.49287 -1.77950 5.66267 0.01
C 1.36499 -3.90598 1.59470 -0.10
C 1.01818 -5.21457 1.89751 0.00
C 1.78909 -6.22582 1.34733 -0.06
C 2.89750 -5.93805 0.54723 -0.06
C 3.24804 -4.63188 0.24361 0.00
C 2.45465 -3.61626 0.75307 -0.11
C 4.61209 0.61496 -0.43860 -0.10
C 5.91817 0.25487 -0.72081 0.00
C 6.85253 1.27531 -0.83604 -0.05
C 6.48968 2.61114 -0.67619 -0.05
C 5.17481 2.97403 -0.41115 0.01
C 4.24933 1.95730 -0.28603 -0.10
N 0.08166 2.10048 0.93554 -0.04
H -2.30971 -1.75350 7.63993 0.11
H -3.09755 0.56382 7.51918 0.11
H -2.67695 1.94790 5.48904 0.12
H -2.31329 4.87491 2.85621 0.12
H -2.02052 7.21379 2.04174 0.11
H -0.37167 7.71469 0.28717 0.11
H 0.97466 5.92113 -0.74412 0.11
H -1.15631 -2.80684 5.70419 0.12
H 0.17011 -5.41851 2.53794 0.12
H 1.52287 -7.25929 1.52479 0.11
H 3.48945 -6.75186 0.15016 0.11
H 4.10719 -4.40050 -0.37209 0.12
H 6.19164 -0.78372 -0.84893 0.12
H 7.88328 1.02936 -1.05354 0.11
H 7.24628 3.37939 -0.76281 0.11
H 4.87460 4.00529 -0.28375 0.13
Br -1.42277 4.03429 -4.26857 0.85
C -0.18336 2.62894 -4.56034 -0.61
C -0.21319 1.91458 -5.74737 -0.14
C 0.74298 0.93596 -5.97180 -0.06
C 1.71828 0.67596 -5.01895 -0.06
C 1.73144 1.38919 -3.83181 -0.01
C 0.77235 2.36866 -3.59316 -0.18
C 0.91914 3.21101 -2.36352 -0.48
O 1.56516 4.21728 -2.34648 0.15
O 0.30220 2.64845 -1.29934 0.07
H -0.95842 2.13922 -6.49785 0.11
H 0.73977 0.38957 -6.90555 0.11
H 2.48725 -0.06334 -5.19968 0.11
H 2.50531 1.20582 -3.09509 0.12
C -3.65578 1.23942 -3.74760 -0.08
C -4.10945 1.40914 -2.45076 -0.06
C -3.38462 0.90504 -1.38114 -0.07
C -2.19467 0.21500 -1.59902 -0.31
C -1.70793 0.11202 -2.90604 -0.08
C -2.43892 0.61173 -3.96784 -0.09
P -1.31874 -0.75096 -0.31369 1.06
C -2.61305 -1.38058 0.81949 -0.33
C -3.46016 -0.49809 1.49416 -0.11
C -4.41106 -0.97149 2.38170 -0.06
C -4.50941 -2.33084 2.63987 -0.06
C -3.62913 -3.20746 2.02731 -0.06
C -2.68326 -2.73909 1.12752 -0.10
C -0.81061 -2.18800 -1.31242 -0.36
C -1.76085 -3.10346 -1.76678 -0.09
C -1.37621 -4.14249 -2.59702 -0.05
C -0.05281 -4.26782 -2.99907 -0.06
C 0.88667 -3.33950 -2.58009 -0.06
C 0.50638 -2.29530 -1.75054 -0.12
H -4.24844 1.58934 -4.58212 0.11
H -5.04594 1.91682 -2.26107 0.11
H -3.78663 1.03301 -0.39042 0.08
H -0.77250 -0.39729 -3.09601 0.10
H -2.05995 0.49573 -4.97487 0.10
H -3.36347 0.56978 1.35692 0.09
H -5.05880 -0.27188 2.89400 0.12
H -5.25909 -2.70450 3.32456 0.11
H -3.66484 -4.26298 2.26377 0.11
H -1.99860 -3.43846 0.66899 0.10
H -2.80078 -2.99776 -1.48636 0.12
H -2.11961 -4.85128 -2.93742 0.11
H 0.23853 -5.07917 -3.65273 0.11
H 1.91612 -3.42285 -2.90396 0.11
H 1.22679 -1.54014 -1.46516 0.07

Record 2
18
Properties=species:S:1:pos:R:3:lowdin_charge:R:1 method="wB97M-V/def2-TZVPD" de_lowest_kj_mol=454.5 gap_ha=0.36107
C 0.22410 2.28722 0.10622 0.03
C -0.01200 1.10862 -0.55336 -0.22
C -0.68133 1.03875 -1.87514 -0.11
C 0.25509 -0.47330 0.09545 -0.35
N 0.99248 -1.31237 -0.46959 0.03
C 1.13925 -2.64742 0.13389 -0.12
O -0.09472 -0.71412 1.34807 -0.08
N -0.66039 0.32507 2.19553 0.07
H -0.16680 3.14393 -0.45270 0.07
H 0.65717 2.38171 1.07157 0.05
H -0.12108 0.45331 -2.65201 0.10
H -0.88202 1.92239 -2.42280 0.05
H -1.69199 0.58510 -1.77574 0.09
H 1.70170 -2.63369 1.06834 0.08
H 1.51977 -3.36518 -0.68050 0.10
H 0.19468 -2.99574 0.40306 0.04
H -1.21076 -0.24010 2.76911 0.05
H -1.16315 1.13582 1.69060 0.11

Record 3
14
Properties=species:S:1:pos:R:3:lowdin_charge:R:1 method="wB97M-V/def2-TZVPD" de_lowest_kj_mol=14.6 gap_ha=0.38693 charge=+1
C 1.93854 -0.38603 0.36944 -0.06
C 0.77039 -0.12993 -0.63251 -0.18
B -0.44016 0.55806 0.04041 -0.61
O -0.43956 1.77793 0.60059 0.14
P -2.16936 -0.40309 0.09917 1.13
H 1.66997 -0.24217 1.40658 0.07
H 2.27149 -1.40479 0.24151 0.08
H 2.77368 0.24367 0.11269 0.08
H 1.14345 0.52436 -1.41614 0.12
H 0.48605 -1.05856 -1.11455 0.09
H -0.16057 2.43906 -0.06288 0.15
H -2.12904 -1.59723 -0.61649 -0.01
H -3.17492 0.40349 -0.43726 0.00
H -2.53995 -0.72477 1.40943 0.00

Record 4
26
Properties=species:S:1:pos:R:3:lowdin_charge:R:1 method="wB97M-V/def2-TZVPD" de_lowest_kj_mol=72.1 gap_ha=0.27524 charge=-1
I -5.07443 -11.62833 -0.99866 -0.36
C -9.08089 -9.68415 -2.27324 -0.78
O -10.22894 -9.28592 -2.38433 -0.01
N -8.16614 -9.00813 -1.56838 0.17
N -8.68975 -10.80786 -2.79245 0.16
H -8.40184 -8.08539 -1.31069 0.09
H -7.32041 -9.53186 -1.36105 0.00
H -9.44930 -11.45498 -2.79799 0.10
H -7.81673 -11.26354 -2.59226 0.02
C -6.68725 -15.99417 1.55411 -0.08
C -5.56989 -14.99641 1.23715 -0.46
C -4.23233 -15.53032 1.78325 -0.19
O -3.15718 -14.63822 1.55007 -0.20
C -3.22981 -13.42329 2.14376 -0.19
N -5.48565 -14.82277 -0.21528 -0.02
H -7.70374 -15.62071 1.42426 0.07
H -6.62822 -16.29858 2.61313 0.07
H -6.47600 -16.75612 0.82921 0.06
H -5.81767 -14.05935 1.71375 0.11
H -3.94771 -16.54487 1.46483 0.13
H -4.37987 -15.54165 2.88949 0.12
H -3.55807 -13.49179 3.23328 0.10
H -3.97016 -12.74692 1.66381 0.01
H -2.24508 -12.89054 2.12463 0.10
H -6.35371 -14.59163 -0.66345 0.03
H -4.68426 -14.29537 -0.57459 -0.05